Record 1
{"formula": "C36H42F10N11O20S10", "method": "ωB97M-V/def2-TZVPD", "species": ["C", "N", "C", "C", "C", "C", "C", "C", "C", "C", "N", "C", "C", "C", "H", "H", "H", "H", "H", "H", "H", "H", "H", "H", "H", "H", "H", "H", "C", "N", "C", "C", "C", "C", "C", "C", "C", "C", "N", "C", "C", "C", "H", "H", "H", "H", "H", "H", "H", "H", "H", "H", "H", "H", "H", "H", "C", "N", "C", "C", "C", "C", "C", "C", "C", "C", "N", "C", "C", "C", "H", "H", "H", "H", "H", "H", "H", "H", "H", "H", "H", "H", "H", "H", "N", "S", "O", "O", "F", "S", "O", "O", "F", "N", "S", "O", "O", "F", "S", "O", "O", "F", "N", "S", "O", "O", "F", "S", "O", "O", "F", "N", "S", "O", "O", "F", "S", "O", "O", "F", "N", "S", "O", "O", "F", "S", "O", "O", "F"], "positions_angstrom": [[-13.661, 13.316, 8.868], [-12.202, 12.994, 9.022], [-11.327, 13.987, 9.116], [-9.982, 13.699, 9.408], [-9.565, 12.409, 9.723], [-10.560, 11.397, 9.711], [-11.867, 11.744, 9.389], [-8.159, 12.029, 10.012], [-7.549, 10.838, 9.598], [-6.185, 10.659, 9.756], [-5.436, 11.596, 10.390], [-5.983, 12.755, 10.741], [-7.324, 13.039, 10.502], [-4.043, 11.326, 10.815], [-13.818, 14.393, 8.878], [-14.156, 12.924, 9.756], [-14.064, 12.894, 7.952], [-11.699, 14.987, 8.932], [-9.493, 14.664, 9.453], [-10.345, 10.434, 10.147], [-12.720, 11.090, 9.492], [-8.075, 10.067, 9.053], [-5.673, 9.750, 9.480], [-5.369, 13.416, 11.347], [-7.715, 14.014, 10.745], [-3.360, 11.996, 10.303], [-3.815, 10.325, 10.451], [-4.068, 11.351, 11.902], [-12.525, 16.160, 16.233], [-11.310, 16.419, 15.424], [-11.434, 17.104, 14.283], [-10.359, 17.474, 13.502], [-9.095, 16.961, 13.787], [-8.956, 16.266, 15.012], [-10.075, 15.982, 15.780], [-7.961, 17.347, 12.901], [-7.949, 16.842, 11.590], [-6.820, 17.042, 10.845], [-5.752, 17.708, 11.312], [-5.775, 18.230, 12.542], [-6.945, 18.197, 13.301], [-4.480, 17.805, 10.550], [-12.768, 17.109, 16.700], [-12.308, 15.335, 16.906], [-13.282, 15.769, 15.552], [-12.425, 17.506, 14.105], [-10.475, 18.070, 12.607], [-7.988, 15.922, 15.357], [-10.043, 15.438, 16.715], [-8.635, 16.078, 11.253], [-6.709, 16.653, 9.841], [-4.836, 18.576, 12.949], [-6.820, 18.697, 14.251], [-3.922, 16.945, 10.930], [-3.988, 18.749, 10.754], [-4.644, 17.687, 9.483], [-12.606, 10.240, 15.038], [-13.252, 11.079, 16.041], [-12.510, 11.958, 16.732], [-13.094, 12.631, 17.784], [-14.398, 12.348, 18.189], [-15.084, 11.343, 17.516], [-14.511, 10.768, 16.418], [-14.963, 13.063, 19.359], [-14.910, 14.470, 19.399], [-15.467, 15.175, 20.452], [-16.227, 14.478, 21.351], [-16.317, 13.139, 21.334], [-15.665, 12.416, 20.349], [-17.109, 15.294, 22.215], [-13.083, 10.381, 14.065], [-12.517, 9.210, 15.368], [-11.616, 10.639, 14.818], [-11.526, 12.157, 16.330], [-12.482, 13.394, 18.246], [-16.112, 11.125, 17.773], [-15.116, 10.030, 15.902], [-14.322, 15.028, 18.684], [-15.502, 16.251, 20.520], [-16.922, 12.699, 22.112], [-15.695, 11.337, 20.415], [-16.608, 16.226, 22.445], [-17.573, 14.664, 22.968], [-17.957, 15.523, 21.561], [-17.999, 12.317, 14.170], [-16.505, 12.360, 13.312], [-16.462, 13.165, 12.134], [-15.610, 11.229, 13.341], [-15.723, 13.287, 14.402], [-18.269, 10.840, 13.844], [-17.745, 9.906, 14.817], [-18.255, 10.443, 12.455], [-19.841, 10.752, 14.115], [-13.685, 18.205, 12.081], [-12.837, 19.459, 11.313], [-13.632, 20.580, 10.929], [-11.778, 19.159, 10.407], [-12.106, 19.971, 12.639], [-14.065, 17.392, 10.831], [-13.061, 16.623, 10.132], [-15.225, 17.852, 10.109], [-14.768, 16.137, 11.575], [-11.657, 13.572, 14.041], [-12.287, 13.863, 12.679], [-12.988, 12.753, 12.061], [-11.739, 14.969, 11.932], [-13.596, 14.590, 13.275], [-10.276, 13.054, 13.343], [-9.369, 14.038, 12.826], [-10.384, 11.802, 12.659], [-9.669, 12.703, 14.746], [-4.749, 12.956, 13.591], [-3.533, 13.846, 13.495], [-3.123, 14.598, 14.651], [-3.432, 14.580, 12.216], [-2.375, 12.717, 13.459], [-5.795, 14.006, 14.359], [-6.134, 15.180, 13.603], [-5.674, 14.180, 15.769], [-7.077, 13.115, 14.184], [-8.097, 11.871, 18.893], [-7.866, 12.598, 17.550], [-7.231, 11.812, 16.533], [-7.694, 14.039, 17.538], [-9.470, 12.601, 17.217], [-6.476, 11.453, 19.176], [-5.420, 12.412, 18.903], [-6.187, 10.077, 18.935], [-6.610, 11.532, 20.790]], "forces_ev_per_a": [[0.0094, 0.0567, 0.3133], [-0.9362, 0.3629, 0.6549], [0.9434, -0.7879, -0.2969], [-1.3644, 1.0277, 0.1154], [-0.9120, -0.9106, -0.5036], [-0.5048, 1.2380, 0.1111], [0.5769, -0.4229, 0.2427], [0.6554, 1.5670, -0.5709], [0.4131, -0.1121, -0.2448], [-0.3077, 0.3894, 0.7476], [-0.4984, -0.4617, -0.3476], [-0.6466, 0.8981, 0.6840], [0.4228, -0.9280, 0.0789], [-0.3879, -0.8363, -0.6446], [0.3171, 0.0244, -0.0295], [-0.0826, -0.0948, -0.0925], [0.1739, -0.1679, 0.0089], [0.0561, 0.0634, 0.1308], [1.1003, -0.5807, 0.0836], [-0.0708, -0.1668, -0.2781], [0.2091, -0.2913, -0.0957], [-0.2200, 0.0005, 0.1761], [-0.0300, 0.0044, -0.1360], [0.1598, 0.1035, -0.4073], [0.0316, -0.0881, 0.3125], [-0.0400, 0.3707, 0.4756], [0.0902, -0.0533, 0.2661], [0.5081, 0.2025, -0.0712], [0.6786, -0.4582, -0.8133], [1.0993, -0.3639, -0.7096], [-0.7378, 1.2492, 0.2047], [0.4394, -0.9407, -0.5170], [-0.6165, 0.6972, 1.4826], [-0.0206, -0.0974, -0.4178], [-0.1223, 0.2170, 0.1055], [-0.7852, -0.1580, -0.1320], [1.0011, -0.5059, 0.7111], [0.1193, 0.1272, -0.7281], [0.1232, 0.4846, 0.0998], [-0.9938, -0.0622, 0.1582], [1.7228, -0.4368, -0.0569], [-0.1516, -1.0512, 0.3568], [-0.3836, -0.2184, 0.2678], [0.1695, 0.3278, 0.3500], [-0.1915, 0.4104, -0.0234], [-0.0314, -0.1811, -0.4370], [-0.4730, 0.0245, 0.0765], [-0.0544, -0.1723, 0.0370], [0.4179, -0.1171, -0.0643], [-0.5089, 0.3954, 0.0972], [-0.0326, -0.0208, 0.0103], [-0.0651, 0.3880, -0.1543], [-0.6707, -0.2947, 0.2572], [0.4992, 0.2299, -0.2320], [-0.0475, -0.0097, 0.0818], [-0.2281, 0.0677, 0.0458], [0.8298, 0.6307, -1.5832], [-0.3675, -0.9855, 0.7428], [-0.8147, 0.2623, -0.5633], [0.3063, 0.4523, -0.0708], [1.0278, -0.2727, 0.2268], [-0.4038, 1.0530, 0.3847], [-0.2178, -0.2637, -0.0445], [-0.4502, 0.9329, -0.7666], [0.7252, 0.2800, 0.8735], [-0.8599, -1.7370, -0.5356], [0.4038, 0.6991, -0.2425], [0.3704, 0.5909, -0.2568], [-0.2333, -0.5247, 0.7765], [-0.9854, -0.5350, -1.2961], [-0.6186, -0.3969, 0.2641], [-0.2851, 0.0091, 0.0071], [0.1115, -0.0757, 0.5075], [0.1631, -0.0364, 0.3588], [-0.0770, -0.1225, 0.3048], [0.0245, -0.2530, -0.1221], [0.4822, 0.0093, -0.6143], [-0.1661, -0.0633, -0.2210], [0.1906, 0.0282, 0.0721], [0.0137, -0.1304, -0.0380], [-0.1050, -0.0055, -0.1749], [-0.0197, -0.2062, 0.7515], [0.6616, 0.3535, 0.6409], [0.0617, 0.3299, 0.0699], [3.4939, 1.1587, -1.8082], [1.7731, 2.7248, 0.7521], [-0.9095, -0.4434, 0.4718], [-0.9078, -0.2959, 0.2680], [-0.6578, 0.0520, 0.1330], [-3.5809, -5.0222, -0.3100], [0.1797, 0.4687, -0.1708], [0.8349, 0.5804, 0.6667], [0.2832, 0.6553, 0.5376], [2.8360, 2.8342, -0.8555], [-0.6510, 2.3137, 1.2951], [-0.3748, -0.6998, 0.4244], [0.3990, -1.1169, 0.4143], [0.1148, -0.3877, 0.1568], [-4.4459, -5.7819, -1.9229], [0.4662, 1.3056, -0.2934], [1.5379, 0.8361, -0.1753], [0.2846, 0.6281, 0.6692], [2.7639, -0.8506, -0.5104], [-9.0706, 3.2285, -2.2348], [1.9497, 0.4243, -0.5140], [0.6555, -1.5314, -0.2750], [0.5781, 0.1074, 0.5253], [3.5404, -1.1679, 3.5933], [-0.4955, -0.2098, -0.2462], [-0.0019, 0.1868, -0.2444], [0.4272, -0.3702, -0.2616], [-3.3061, 0.4598, 1.3282], [6.3442, 2.7194, -0.9727], [-0.8912, -0.2831, -0.8071], [-0.2724, -1.4385, 1.0899], [-0.9487, 0.3590, -0.7780], [-2.1360, -1.2089, 2.0580], [0.3983, 0.2171, -0.8983], [0.6300, -0.2936, -1.3255], [0.3605, -0.1636, -0.4533], [3.5182, -0.4322, 0.8811], [-2.0478, 2.4625, -2.2426], [-0.3113, 0.3280, 0.2452], [0.2105, -1.0544, 0.2659], [-0.6827, -0.3690, -0.4406], [1.1155, -0.5069, 3.1025], [-1.9374, -0.6496, -0.1817], [-0.5603, 0.3106, -0.2815], [-0.0952, -0.0436, -0.8651]], "charge": 1, "homo_lumo_gap_ev": 5.23, "homo_energy_ev": -10.408}

***

Record 2
{"formula": "C11H15NO", "method": "ωB97M-V/def2-TZVPD", "species": ["H", "N", "C", "C", "C", "C", "C", "C", "C", "O", "C", "C", "C", "C", "H", "H", "H", "H", "H", "H", "H", "H", "H", "H", "H", "H", "H", "H"], "positions_angstrom": [[0.400, 0.184, 4.244], [0.375, 0.146, 3.255], [-0.578, -0.252, 2.535], [-0.301, -0.321, 1.066], [1.144, -0.436, 0.641], [1.239, 0.547, -0.573], [0.442, 1.740, 0.054], [-0.868, 0.914, 0.148], [-1.029, 0.198, -1.121], [-1.311, -1.180, -0.928], [-0.980, -1.501, 0.423], [-1.021, -2.746, 0.885], [0.386, 0.126, -1.745], [0.551, 1.020, -2.956], [-1.565, -0.667, 3.014], [1.479, -1.448, 0.344], [1.660, -0.037, 1.513], [2.441, 0.681, -0.775], [0.852, 1.917, 1.044], [0.310, 2.559, -0.464], [-1.855, 1.355, 0.493], [-1.882, 0.565, -1.668], [-1.511, -3.437, 0.321], [-0.934, -2.752, 1.986], [0.594, -0.847, -2.052], [0.362, 2.099, -2.792], [-0.064, 0.686, -3.692], [1.663, 0.888, -3.199]], "forces_ev_per_a": [[-1.0116, -0.1741, 1.0439], [0.9462, 0.4060, -1.2811], [-0.5099, -0.6044, 1.9170], [-2.9832, -0.6104, -1.6077], [0.6545, 0.6680, -0.8317], [3.1779, 0.7483, 1.2423], [0.2414, -4.7919, 2.1436], [0.1254, -0.1539, 3.2511], [0.7315, -1.4767, -1.7476], [-0.7094, -1.1421, 3.1309], [-0.0571, 0.1131, -1.9468], [0.0178, 2.8850, 2.2383], [-0.6508, 2.8182, 0.1618], [3.6031, 1.1053, 2.0473], [1.4263, 0.8179, -1.2980], [-0.3338, 0.4638, 0.5492], [0.7913, -0.1721, -0.3525], [-3.0792, 0.0864, 0.0895], [-0.1413, 0.4684, 0.0921], [-0.2411, 4.2960, -2.8406], [1.4435, -0.2606, -0.0132], [0.1611, 0.4036, -0.8987], [-1.0162, -2.2772, -1.1577], [0.2597, -0.8423, -0.7706], [0.1647, -1.7932, -0.4466], [0.0856, -0.5543, 0.1288], [-1.5509, -0.9081, -2.4714], [-1.5456, 0.4812, -0.3715]], "charge": 0, "homo_lumo_gap_ev": 9.51, "homo_energy_ev": -8.590}

***

Record 3
{"formula": "C6H16N2", "method": "ωB97M-V/def2-TZVPD", "species": ["C", "C", "N", "C", "C", "C", "N", "C", "H", "H", "H", "H", "H", "H", "H", "H", "H", "H", "H", "H", "H", "H", "H", "H"], "positions_angstrom": [[-3.222, -0.750, -0.232], [-1.804, -0.187, -0.454], [-0.864, -0.974, 0.342], [0.549, -0.903, -0.008], [1.442, -2.049, 0.508], [1.238, 0.361, 0.550], [0.679, 1.647, 0.051], [1.690, 2.395, -0.733], [-3.297, -1.752, -0.683], [-3.968, -0.117, -0.760], [-3.687, -0.884, 0.739], [-1.729, 0.900, -0.340], [-1.674, -0.297, -1.542], [-0.990, -0.726, 1.316], [0.488, -0.782, -1.093], [2.477, -1.909, 0.213], [1.525, -1.952, 1.600], [1.093, -3.054, 0.320], [1.106, 0.362, 1.643], [2.329, 0.394, 0.451], [0.619, 2.267, 0.875], [1.221, 3.169, -1.359], [2.350, 3.075, -0.172], [2.428, 1.766, -1.232]], "forces_ev_per_a": [[-1.0025, 0.1631, -1.1478], [-0.9839, -0.3247, -0.0578], [0.3039, -0.2037, 0.1498], [0.5593, 1.0094, -0.1233], [-0.4695, 0.3769, 0.6454], [-0.3787, 0.9568, 0.5975], [1.3002, 0.8698, 0.7223], [0.2591, 1.1148, -0.1311], [0.1918, 0.2808, 0.0051], [0.4702, -0.2576, 0.0328], [0.7520, 0.3338, 0.6888], [-0.1128, -0.1037, 0.5215], [0.5965, -0.4036, 0.3363], [-0.0737, -0.1114, 0.1006], [0.6844, -0.4482, -0.1402], [0.0285, -0.1406, -0.5824], [-0.3461, -0.0563, -0.0254], [-0.1185, -0.1541, -0.3648], [-0.2017, -0.2430, -0.1110], [-0.0239, -0.4793, -0.3730], [-0.6386, -0.7323, -0.4655], [-0.1172, -0.8544, -0.5555], [-0.0570, -0.4228, 0.8326], [-0.6216, -0.1697, -0.5548]], "charge": 0, "homo_lumo_gap_ev": 9.34, "homo_energy_ev": -8.332}

***

Record 4
{"formula": "C5H7N", "method": "ωB97M-V/def2-TZVPD", "species": ["C", "C", "C", "C", "C", "N", "H", "H", "H", "H", "H", "H", "H"], "positions_angstrom": [[-0.975, 0.855, 0.089], [0.371, 0.297, 0.233], [-2.364, 0.582, 0.028], [1.595, 0.062, 0.266], [2.949, -0.255, -0.102], [-2.811, -0.707, 0.019], [-0.955, 1.847, 0.309], [-2.173, -1.385, -0.268], [-3.106, 1.258, -0.281], [2.801, -0.963, -0.912], [3.546, -0.572, 0.832], [3.404, 0.715, -0.541], [-3.785, -0.797, -0.412]], "forces_ev_per_a": [[5.5422, -1.2834, 0.6206], [-2.6263, 0.5587, -0.7617], [-1.7045, -2.5555, 0.0023], [-2.6103, 0.5233, 0.3720], [1.0100, 1.6536, 0.6220], [-3.4271, 0.4210, -0.5416], [0.8746, 3.1142, 0.4728], [1.0685, -1.4574, -0.4879], [-0.1916, 1.3206, -0.2630], [0.9666, -0.5378, 0.0868], [-0.6191, 0.1077, -1.8303], [-0.3765, -1.6279, 0.7207], [2.0933, -0.2371, 0.9872]], "charge": 0, "spin_multiplicity": 3, "homo_lumo_gap_ev": [5.81, 8.04], "homo_energy_ev": [-4.821, -9.230]}

***

ΔE to the lowest compared entry with this formula, charge and spin across the listed records, respectively: 0.000 2.918 1.644 1.368 eV.